{
  "formula": "C4H37NO14",
  "method": "ωB97M-V/def2-TZVPD",
  "orbital_gap_ev": 9.709,
  "e_above_lowest_kj_mol": 0.00,
  "e_homo_ha": -0.3545,
  "energy_ha": -1282.8026,
  "charge": 0,
  "elements": ["O", "O", "O", "O", "O", "O", "O", "O", "O", "O", "O", "O", "O", "O", "N", "C", "C", "C", "C", "H", "H", "H", "H", "H", "H", "H", "H", "H", "H", "H", "H", "H", "H", "H", "H", "H", "H", "H", "H", "H", "H", "H", "H", "H", "H", "H", "H", "H", "H", "H", "H", "H", "H", "H", "H", "H"],
  "coordinates": [[0.653, -3.495, 2.295], [-4.123, -0.066, 1.626], [2.524, 1.953, -1.315], [-0.869, 3.545, -0.579], [0.403, -2.387, -2.135], [-0.779, -3.423, -0.016], [-3.315, 2.259, 0.531], [-2.167, 0.357, -1.478], [3.971, -0.044, -0.183], [-0.755, -0.528, -3.688], [0.018, 1.701, -2.319], [-2.972, -1.802, -0.059], [2.388, -0.672, -2.864], [1.388, 3.050, 0.896], [1.949, -0.774, 1.732], [0.683, -0.400, 1.049], [-0.288, 0.140, 2.102], [1.983, 0.023, 2.961], [0.535, 0.357, 3.382], [2.556, -0.505, 3.751], [-2.696, 0.965, -0.947], [-0.092, 3.429, -0.015], [2.183, 2.516, -0.578], [-4.142, 2.701, 0.328], [-0.475, 0.324, -3.318], [0.941, 1.690, -1.993], [-2.656, -1.131, -0.686], [-0.350, 2.491, -1.847], [-1.710, -0.497, -3.562], [-0.735, 1.081, 1.760], [2.331, 0.245, -2.564], [0.210, -0.359, 4.180], [1.821, 3.654, 1.470], [0.376, 1.364, 3.767], [-1.625, 3.215, -0.045], [-2.252, -2.427, 0.071], [-1.045, -4.271, -0.359], [-3.734, -0.774, 1.035], [-0.317, -2.993, -0.779], [1.361, 2.210, 1.366], [3.851, -0.673, -0.904], [0.277, -1.220, 0.467], [1.276, -1.947, -2.141], [0.020, -3.739, 2.968], [-1.106, -0.549, 2.297], [0.922, 0.345, 0.261], [-0.187, -1.825, -2.729], [1.996, -1.738, 1.990], [2.598, 0.955, 2.814], [3.127, 1.291, -0.875], [-4.164, -0.408, 2.514], [3.378, -0.425, 0.498], [1.885, -0.626, -3.675], [0.198, -3.524, 1.462], [-1.270, 0.790, -1.608], [-3.556, 1.469, 1.057]]
}